[1]
The following is a DFT calculation (ωB97M-V with the def2-TZVPD basis set) of a molecular structure, C28H56Br18I2N5O in a non-equilibrium geometry.

Structure (XYZ):
```
110
Properties=species:S:1:pos:R:3
C 0.11 2.14 -3.68
O -0.31 0.84 -4.07
C 0.16 -0.19 -3.21
C -0.15 -1.50 -3.93
C -0.14 -2.80 -3.07
N -0.02 -2.62 -1.62
C 1.01 -2.71 -0.75
N 2.27 -3.10 -0.97
C 2.93 -3.58 -2.15
I 3.38 -2.02 -3.56
C 4.22 -4.33 -1.74
C 3.89 -5.58 -0.89
I 5.65 -3.06 -0.78
N 0.61 -2.40 0.52
C -0.69 -2.18 0.40
N -1.13 -2.30 -0.87
C -2.53 -2.13 -1.31
N -3.12 -0.86 -0.95
H -0.50 2.52 -2.85
H 1.17 2.14 -3.38
H -0.01 2.80 -4.54
H -0.34 -0.11 -2.23
H 1.24 -0.05 -3.05
H 0.55 -1.64 -4.76
H -1.15 -1.38 -4.38
H -1.09 -3.34 -3.23
H 0.65 -3.48 -3.41
H 2.83 -3.04 -0.12
H 2.31 -4.34 -2.65
H 4.71 -4.66 -2.67
H 4.65 -5.77 -0.13
H 2.90 -5.51 -0.41
H 3.86 -6.46 -1.55
H -1.34 -1.93 1.23
H -3.12 -2.93 -0.84
H -2.59 -2.29 -2.40
H -3.51 -0.95 -0.02
H -2.43 -0.12 -0.89
Br 3.52 -3.68 2.35
C 3.31 -2.30 3.70
C 2.50 -2.77 4.87
Br 0.59 -2.87 4.46
H 2.86 -1.44 3.20
H 4.32 -2.05 4.02
H 2.58 -2.06 5.70
H 2.79 -3.76 5.21
Br 9.38 -4.79 0.12
C 8.42 -6.44 -0.22
C 8.69 -6.99 -1.60
Br 7.74 -5.99 -2.97
H 7.37 -6.24 -0.05
H 8.78 -7.14 0.54
H 8.33 -8.01 -1.67
H 9.74 -6.95 -1.86
Br 5.02 0.32 5.70
C 6.94 0.01 5.71
C 7.57 0.27 4.37
Br 7.22 -1.16 3.10
H 7.09 -1.01 6.05
H 7.34 0.70 6.45
H 8.65 0.31 4.47
H 7.21 1.19 3.92
Br -3.95 4.53 -4.39
C -5.59 3.68 -3.79
C -5.48 3.17 -2.38
Br -4.48 1.51 -2.20
H -5.81 2.89 -4.51
H -6.35 4.45 -3.85
H -6.47 2.93 -2.00
H -5.02 3.89 -1.72
Br -0.80 1.49 0.74
C -0.96 3.21 1.66
C -2.29 3.89 1.50
Br -2.55 4.74 -0.23
H -0.14 3.81 1.29
H -0.80 2.97 2.71
H -2.35 4.69 2.22
H -3.13 3.21 1.63
Br -6.28 6.40 -1.13
C -7.91 5.48 -0.59
C -7.85 5.06 0.85
Br -6.68 3.52 1.09
H -8.04 4.64 -1.27
H -8.72 6.20 -0.75
H -8.83 4.74 1.20
H -7.47 5.84 1.50
Br 8.43 -1.74 -7.99
C 6.55 -2.15 -7.71
C 6.19 -2.16 -6.24
Br 6.85 -3.75 -5.35
H 6.36 -3.11 -8.18
H 5.99 -1.37 -8.23
H 5.11 -2.17 -6.12
H 6.61 -1.31 -5.71
Br -10.17 6.03 3.20
C -9.45 5.52 4.93
C -8.38 6.46 5.40
Br -6.71 6.18 4.44
H -9.09 4.50 4.83
H -10.30 5.54 5.61
H -8.15 6.29 6.45
H -8.65 7.50 5.25
Br -2.83 4.49 5.01
C -4.59 3.82 4.52
C -4.76 2.36 4.86
Br -3.75 1.24 3.64
H -4.70 4.00 3.46
H -5.31 4.43 5.07
H -5.80 2.07 4.75
H -4.41 2.12 5.86
```

Output
Net charge ... +1
HOMO energy ... -11.1 eV
Gap between HOMO and LUMO ... 8.85 eV
Energy relative to the best compared isomer or geometry (same formula, charge and spin) ... 0.000 eV



[2]
The following is a DFT calculation (ωB97M-V with the def2-TZVPD basis set) of a molecular structure, C33H35AsNOP2Ti in a non-equilibrium geometry.

Structure (XYZ):
```
74
Properties=species:S:1:pos:R:3
Ti 0.02 -0.29 0.40
C -2.54 -1.63 2.04
P -2.35 -1.11 0.30
C -3.22 0.44 0.09
C -4.08 0.67 -0.99
C -4.71 1.90 -1.10
C -4.47 2.90 -0.16
C -3.61 2.68 0.91
C -2.99 1.44 1.04
C -2.89 -2.36 -0.83
C -1.95 -3.01 -1.64
C -2.34 -4.05 -2.47
C -3.68 -4.44 -2.50
C -4.62 -3.80 -1.69
C -4.23 -2.76 -0.86
C -1.27 -1.30 2.76
C -0.98 -1.22 4.08
C 0.45 -1.18 4.23
C 1.00 -1.24 2.99
C 2.41 -1.34 2.52
P 2.51 -0.30 1.03
C 4.10 -0.46 0.25
C 5.18 -0.96 0.97
C 6.43 -1.02 0.37
C 6.59 -0.60 -0.94
C 5.51 -0.12 -1.67
C 4.26 -0.05 -1.08
C 2.29 1.36 1.74
C 3.33 1.99 2.42
C 3.08 3.14 3.16
C 1.79 3.66 3.24
C 0.74 3.06 2.55
C 1.02 1.94 1.80
N -0.05 -1.25 2.03
H -2.72 -2.71 2.04
H -3.40 -1.14 2.48
H -4.28 -0.10 -1.72
H -5.40 2.08 -1.91
H -4.98 3.86 -0.25
H -3.45 3.45 1.65
H -2.38 1.25 1.92
H -0.90 -2.74 -1.60
H -1.62 -4.57 -3.08
H -3.99 -5.25 -3.14
H -5.65 -4.12 -1.71
H -4.97 -2.28 -0.22
H -1.70 -1.24 4.89
H 1.00 -1.15 5.16
H 2.67 -2.37 2.26
H 3.11 -0.99 3.28
H 5.06 -1.29 1.99
H 7.27 -1.41 0.93
H 7.57 -0.66 -1.40
H 5.65 0.20 -2.69
H 3.42 0.33 -1.64
H 4.33 1.58 2.38
H 3.89 3.62 3.69
H 1.61 4.55 3.83
H -0.25 3.49 2.58
H 0.18 1.56 1.20
C 0.18 -0.63 -3.83
As -0.03 1.00 -2.90
C -1.73 1.78 -3.17
C 1.35 2.24 -3.22
O 0.04 0.58 -1.18
H -0.78 -1.13 -3.90
H 0.91 -1.24 -3.31
H 0.56 -0.40 -4.83
H -1.76 2.17 -4.19
H -1.86 2.59 -2.45
H -2.50 1.03 -3.03
H 1.22 2.61 -4.24
H 2.32 1.75 -3.13
H 1.26 3.06 -2.51
```

Output
Net charge ... +3
HOMO energy ... -16.3 eV
Gap between HOMO and LUMO ... 5.75 eV